{"formula": "C6H8BrP", "method": "ωB97M-V with the def2-TZVPD basis set", "charge": 0, "smiles": "CC1=P(C)=C(Br)C=C1", "molar_mass_da": 191.0, "e_above_lowest_kj_mol": 0.0, "homo_lumo_gap_ev": 8.50, "elements": ["C", "C", "P", "C", "C", "Br", "C", "C", "H", "H", "H", "H", "H", "H", "H", "H"], "xyz": [[1.59, -1.61, 0.21], [0.63, -0.54, 0.51], [-1.15, -0.51, -0.18], [-1.03, -0.10, -2.04], [-1.23, 1.13, 0.54], [-3.20, 2.46, 0.54], [-0.28, 1.45, 1.43], [0.87, 0.51, 1.30], [1.38, -2.37, 0.97], [2.53, -1.20, 0.36], [1.45, -2.06, -0.78], [-0.04, 0.41, -2.06], [-1.90, 0.40, -2.36], [-0.98, -1.02, -2.64], [-0.37, 2.23, 2.27], [1.72, 0.83, 1.92]]}